A single C5H9NO molecule at a distorted geometry. Source: OMol25; level of theory: wB97M-V/def2-TZVPD.

## Properties
Calculated total energy in hartree: -325.88816
Energy relative to the best compared isomer or geometry (same formula, charge and spin) in kcal per mole: 31.00
HOMO-LUMO gap in eV: 11.524
Highest occupied orbital energy in eV: -10.72
E_LUMO in eV: 0.8
2S+1: 1

Last column: natural (NBO) charge in e.
CARTESIAN COORDINATES (ANGSTROEM)
C 2.03 0.05 0.66  -0.58
C 0.52 0.25 0.51  -0.34
C -0.27 -0.08 1.70  0.28
N -0.55 -0.62 2.72  -0.33
C -0.08 -0.50 -0.68  -0.40
C -1.53 -0.16 -0.95  -0.07
O -1.59 1.23 -1.23  -0.73
H 2.52 0.43 -0.24  0.22
H 2.28 -1.01 0.76  0.22
H 2.42 0.58 1.53  0.23
H 0.29 1.32 0.41  0.25
H 0.51 -0.24 -1.56  0.22
H 0.02 -1.58 -0.52  0.22
H -2.15 -0.41 -0.07  0.17
H -1.90 -0.75 -1.80  0.17
H -2.52 1.50 -1.23  0.48

A molecular structure, C36H36Cl2F6I2N6O6S3TeTl at a distorted geometry. Source: OMol25; level of theory: wB97M-V/def2-TZVPD.

## Properties
Calculated total energy in hartree: -5923.14939
Energy relative to the best compared isomer or geometry (same formula, charge and spin) in kcal per mole: 1.61
HOMO-LUMO gap in eV: 7.646
Highest occupied orbital energy in eV: -10.95
E_LUMO in eV: -3.3
2S+1: 1
Total charge: +1

Last column: Löwdin charge in e.
CARTESIAN COORDINATES (ANGSTROEM)
Tl 1.77 0.12 -0.95  0.85
Cl 6.70 -2.76 1.46  0.74
C 5.01 -2.92 1.25  -0.66
C 4.51 -3.87 0.36  -0.09
C 3.15 -4.03 0.22  -0.58
Cl 2.57 -5.20 -0.90  0.73
C 2.22 -3.25 0.93  -0.35
O 0.92 -3.55 0.85  -0.35
C 2.75 -2.26 1.79  -0.14
C 1.90 -1.39 2.58  -0.18
O 0.70 -1.23 2.45  -0.11
C 4.14 -2.12 1.95  -0.04
H 5.19 -4.46 -0.23  0.12
H 2.42 -0.84 3.38  0.15
H 4.52 -1.36 2.62  0.12
I -1.55 -0.39 -2.85  0.82
C -0.44 -1.73 -4.08  -1.04
I 1.02 -2.82 -2.95  0.96
H 0.07 -1.13 -4.82  -0.06
H -1.14 -2.42 -4.53  -0.02
N -1.56 0.07 0.86  -0.49
S -2.43 1.42 1.03  1.04
C -2.43 1.83 2.80  -0.39
C -2.74 0.88 3.76  -0.07
C -2.64 1.23 5.09  -0.06
C -2.24 2.51 5.46  -0.06
C -1.94 3.45 4.48  -0.06
C -2.03 3.11 3.14  -0.09
C -4.13 0.90 0.87  -0.39
C -4.47 -0.34 0.38  -0.08
C -5.81 -0.64 0.18  -0.06
C -6.79 0.31 0.47  -0.06
C -6.43 1.56 0.97  -0.05
C -5.09 1.86 1.17  -0.08
H -0.62 0.41 0.63  -0.12
H -3.05 -0.11 3.46  0.11
H -2.88 0.50 5.86  0.11
H -2.16 2.78 6.50  0.11
H -1.62 4.45 4.76  0.11
H -1.79 3.83 2.37  0.10
H -3.69 -1.05 0.14  0.08
H -6.10 -1.60 -0.21  0.11
H -7.83 0.08 0.29  0.11
H -7.19 2.29 1.19  0.12
H -4.80 2.83 1.55  0.12
C 0.22 3.37 -2.05  -0.17
N 1.30 2.87 -1.17  -0.17
C 2.55 3.57 -1.58  -0.17
N 2.41 5.01 -1.48  -0.08
C 1.32 5.45 -2.34  -0.15
N 0.05 4.81 -1.96  -0.08
C -0.24 5.16 -0.57  -0.17
N 0.83 4.72 0.34  -0.08
C 0.99 3.28 0.21  -0.21
C 2.09 5.36 -0.10  -0.16
H -0.72 2.89 -1.76  0.11
H 0.45 3.09 -3.08  0.13
H 2.79 3.29 -2.61  0.11
H 3.36 3.24 -0.92  0.12
H 1.55 5.18 -3.37  0.13
H 1.21 6.53 -2.26  0.13
H -1.17 4.67 -0.27  0.12
H -0.35 6.24 -0.48  0.13
H 0.06 2.79 0.51  0.09
H 1.80 2.96 0.87  0.13
H 2.90 5.03 0.56  0.13
H 1.98 6.44 -0.02  0.13
C -1.62 -2.86 2.19  -0.26
Te -0.57 -2.23 0.46  1.74
C -1.63 -3.86 -0.46  -0.31
C -2.22 -4.70 0.64  -0.27
C -2.78 -5.95 0.37  -0.03
C -3.33 -6.69 1.39  -0.07
C -3.31 -6.21 2.70  -0.07
C -2.75 -4.98 2.97  -0.03
C -2.21 -4.21 1.94  -0.26
H -2.40 -2.11 2.37  0.06
H -0.93 -2.84 3.04  0.08
H -0.93 -4.45 -1.06  0.04
H -2.39 -3.45 -1.12  0.07
H -2.77 -6.34 -0.64  0.12
H -3.77 -7.66 1.18  0.11
H -3.73 -6.80 3.50  0.11
H -2.72 -4.61 3.99  0.12
F 3.68 0.29 -6.86  0.18
C 2.71 0.02 -6.01  -0.67
F 2.40 -1.28 -6.08  0.12
F 1.62 0.71 -6.33  0.15
S 3.16 0.39 -4.24  0.58
O 1.91 0.11 -3.54  -0.53
O 3.61 1.74 -4.14  -0.25
N 4.26 -0.71 -4.06  -0.27
S 4.79 -1.18 -2.67  0.57
O 3.74 -1.36 -1.67  -0.51
O 5.74 -2.22 -2.76  -0.23
C 5.65 0.34 -1.98  -0.65
F 6.40 0.04 -0.93  0.15
F 4.67 1.17 -1.54  0.06
F 6.37 0.98 -2.87  0.18

A single C4H9NO2 molecule. Source: OMol25; level of theory: wB97M-V/def2-TZVPD.

## Properties
Calculated total energy in hartree: -363.00873
Energy relative to the best compared isomer or geometry (same formula, charge and spin) in kcal per mole: 48.19
HOMO-LUMO gap in eV: 10.524
Highest occupied orbital energy in eV: -9.60
E_LUMO in eV: 0.9
2S+1: 1

Last column: natural (NBO) charge in e.
CARTESIAN COORDINATES (ANGSTROEM)
C 2.20 -0.38 -1.30  -0.42
N 1.01 -0.02 -0.58  -0.54
C 1.01 0.85 0.34  0.45
O -0.06 1.17 1.07  -0.50
C -1.41 0.79 0.66  -0.11
C -1.82 -0.67 0.45  -0.08
O -1.20 -1.32 -0.61  -0.76
H 2.39 -1.45 -1.15  0.21
H 2.03 -0.23 -2.38  0.21
H 3.09 0.18 -1.00  0.18
H 1.90 1.42 0.62  0.15
H -2.04 1.18 1.46  0.20
H -1.63 1.32 -0.27  0.19
H -1.79 -1.25 1.39  0.16
H -2.89 -0.52 0.23  0.17
H -0.30 -0.89 -0.71  0.48

A gas-phase ion, C3H6NO3S (charge -1) at a distorted geometry. Source: OMol25; level of theory: wB97M-V/def2-TZVPD.

## Properties
Calculated total energy in hartree: -796.63245
Energy relative to the best compared isomer or geometry (same formula, charge and spin) in kcal per mole: 33.39
HOMO-LUMO gap in eV: 6.815
Highest occupied orbital energy in eV: -3.05
E_LUMO in eV: 3.8
2S+1: 1
Total charge: -1

Last column: natural (NBO) charge in e.
CARTESIAN COORDINATES (ANGSTROEM)
C -1.54 -0.40 -0.62  -0.68
C -0.66 -0.40 0.75  0.31
O -1.01 0.58 1.56  -0.75
N 0.92 -0.33 0.35  -0.61
S 1.73 -1.81 0.03  -0.46
C 1.29 0.84 -0.17  0.84
O 0.58 1.87 -0.10  -0.77
O 2.51 0.90 -0.60  -0.69
H -2.59 -0.73 -0.50  0.20
H -0.94 -1.13 -1.35  0.22
H -1.43 0.63 -0.99  0.22
H -0.88 -1.41 1.22  0.17
H -0.59 1.42 1.24  0.51
H 2.63 -0.04 -0.82  0.49